The following is a DFT calculation (ωB97M-V/def2-TZVPD) of a structure of composition C27H43ClN6O3RuS2Si.

Geometry (Å):
Ru 0.376 -0.495 2.333
C -1.527 3.129 3.912
C -0.855 2.111 3.055
N 0.214 1.457 3.351
N 0.618 1.524 4.701
C 0.357 0.405 5.394
N 0.773 0.362 6.667
S -0.489 -0.868 4.683
C -1.439 1.713 1.759
C -2.231 2.596 1.091
C -2.596 2.269 -0.266
C -2.233 1.090 -0.740
C -1.434 0.049 -0.023
N -1.082 0.463 1.354
H -1.306 2.969 4.964
H -2.601 3.095 3.758
H -1.176 4.127 3.639
H 1.385 2.137 4.933
H 1.068 1.189 7.160
H 0.572 -0.466 7.202
H -2.487 3.554 1.514
H -3.079 2.999 -0.906
H -1.257 0.853 -2.476
H -1.973 -0.909 -0.008
C -4.362 1.542 -3.150
C -3.491 0.332 -2.887
C -4.167 -0.700 -2.008
C -2.919 -0.266 -4.154
O -2.287 0.823 -2.138
Si 0.191 -0.253 -0.969
S 1.702 0.106 0.384
O 0.003 -1.708 -1.697
C 0.812 -2.527 -2.572
C 0.355 -3.955 -2.323
C 2.287 -2.368 -2.231
C 0.544 -2.121 -4.015
O 0.055 0.853 -2.286
C 0.793 2.071 -2.657
C 0.585 3.132 -1.588
C 0.195 2.507 -3.983
C 2.264 1.714 -2.806
H -5.211 1.235 -3.761
H -3.809 2.311 -3.688
H -4.749 1.961 -2.220
H -5.067 -1.056 -2.508
H -4.458 -0.269 -1.049
H -3.508 -1.550 -1.828
H -3.738 -0.629 -4.774
H -2.260 -1.102 -3.922
H -2.363 0.480 -4.724
H 0.542 -4.241 -1.288
H 0.889 -4.647 -2.976
H -0.714 -4.047 -2.519
H 2.474 -2.608 -1.184
H 2.630 -1.347 -2.412
H 2.876 -3.041 -2.856
H -0.506 -2.271 -4.266
H 1.143 -2.726 -4.697
H 0.796 -1.073 -4.171
H -0.475 3.369 -1.479
H 1.113 4.043 -1.874
H 0.969 2.792 -0.625
H -0.867 2.746 -3.872
H 0.312 1.724 -4.734
H 0.697 3.405 -4.344
H 2.669 1.371 -1.853
H 2.833 2.588 -3.124
H 2.394 0.930 -3.551
Cl -1.424 -2.979 2.329
C 0.091 -2.361 1.531
H -0.127 -2.402 0.468
H 0.867 -3.096 1.745
N 6.730 -2.889 5.485
C 5.754 -2.542 4.992
C 4.532 -2.098 4.376
C 4.480 -0.877 3.712
C 3.283 -0.491 3.142
N 2.168 -1.233 3.208
C 2.229 -2.408 3.845
C 3.386 -2.879 4.436
H 5.351 -0.243 3.634
H 3.203 0.441 2.602
H 1.318 -2.988 3.886
H 3.389 -3.838 4.934

Results
⟨S²⟩ = 0.81
Net charge = +1
Molar mass = 728.4 g mol⁻¹
Energy above the lowest of the compared OMol25 structures with the same formula, charge and spin = 232.8 kJ/mol
Gap between HOMO and LUMO (spin up / spin down) = 6.71 / 6.48 eV
Multiplicity = 2

The following is a DFT calculation (ωB97M-V/def2-TZVPD) of a structure of composition C27H43CoF16O7 in a non-equilibrium geometry.

Geometry (Å):
Co 19.340 -22.051 6.572
C 17.660 -24.932 5.585
O 18.284 -23.728 5.920
H 16.789 -24.727 4.963
H 18.339 -25.645 5.119
H 17.350 -25.432 6.503
C 17.591 -29.375 5.038
C 18.637 -29.207 3.916
C 20.110 -29.320 4.536
F 20.278 -30.506 5.166
F 21.085 -29.180 3.616
F 18.265 -30.088 2.949
F 18.501 -27.957 3.323
O 17.917 -28.551 6.141
C 17.550 -29.039 7.396
C 17.929 -27.926 8.400
F 17.655 -28.151 9.722
F 19.218 -27.497 8.366
F 16.203 -29.329 7.400
F 18.172 -30.131 7.702
H 17.566 -30.439 5.274
H 16.582 -29.099 4.734
H 20.203 -28.481 5.225
H 17.305 -27.082 8.107
C 12.487 -27.961 7.293
C 11.997 -28.171 5.843
C 13.037 -27.694 4.786
F 14.254 -28.201 4.824
F 12.583 -27.830 3.520
F 11.679 -29.478 5.672
F 10.854 -27.486 5.642
O 12.759 -26.644 7.591
C 14.083 -26.337 8.097
C 14.239 -24.914 8.518
F 13.264 -24.675 9.394
F 15.437 -24.644 9.093
F 14.414 -27.224 9.047
F 14.920 -26.576 7.082
H 13.251 -28.694 7.551
H 11.666 -28.241 7.954
H 13.253 -26.635 4.926
H 14.049 -24.216 7.703
C 18.566 -24.607 9.774
C 18.251 -23.354 10.539
C 18.886 -22.238 9.663
O 19.520 -22.884 8.552
C 19.763 -24.254 8.924
H 17.776 -24.802 9.049
H 18.634 -25.499 10.398
H 18.758 -23.340 11.503
H 17.187 -23.269 10.760
H 19.752 -21.809 10.167
H 18.342 -21.319 9.446
H 20.708 -24.450 9.433
H 19.796 -24.808 7.986
C 15.350 -20.500 6.998
C 16.139 -19.455 6.214
C 17.481 -19.572 6.872
O 17.639 -20.984 7.067
C 16.360 -21.614 7.366
H 14.505 -20.853 6.407
H 14.924 -19.992 7.863
H 15.720 -18.466 6.397
H 16.261 -19.689 5.156
H 17.505 -19.036 7.820
H 18.303 -19.248 6.233
H 16.306 -21.926 8.409
H 16.071 -22.375 6.640
C 19.678 -20.396 2.357
C 18.225 -20.651 2.553
C 18.151 -21.732 3.620
O 19.237 -21.429 4.516
C 20.342 -20.801 3.726
H 19.988 -19.380 2.109
H 19.958 -20.989 1.487
H 17.756 -21.095 1.676
H 17.660 -19.754 2.807
H 18.211 -22.760 3.261
H 17.228 -21.654 4.193
H 21.178 -21.486 3.588
H 20.596 -19.867 4.228
C 16.884 -25.228 1.629
C 15.924 -24.138 1.185
C 14.645 -24.844 0.581
O 14.788 -26.161 1.049
C 15.836 -26.254 2.005
H 17.557 -25.136 2.482
H 17.429 -25.604 0.763
H 16.360 -23.466 0.445
H 15.648 -23.434 1.970
H 14.625 -24.722 -0.502
H 13.743 -24.377 0.978
H 16.233 -27.268 1.993
H 15.419 -26.040 2.990

Results
⟨S²⟩ = 3.76
Net charge = +1
Molar mass = 842.5 g mol⁻¹
Gap between HOMO and LUMO (spin up / spin down) = 7.88 / 7.22 eV
Multiplicity = 4

The following is a DFT calculation (ωB97M-V/def2-TZVPD) of a cluster of 7 separate species, C27H43F5O21 in total in a non-equilibrium geometry.

Geometry (Å):
O -4.265 2.671 4.920
C -3.096 2.344 4.972
O -2.565 1.227 5.485
C -1.200 1.158 5.225
C -0.990 2.349 4.275
F -0.911 2.000 2.934
O -2.112 3.190 4.424
H -0.590 1.236 6.125
H -0.949 0.201 4.767
H -0.079 2.878 4.555
O 1.739 1.340 -6.354
C 0.839 0.945 -5.710
O 0.412 1.415 -4.544
C -0.638 0.673 -4.041
C -1.030 -0.180 -5.251
F -2.179 0.302 -5.869
O 0.057 -0.046 -6.074
H -0.239 0.068 -3.227
H -1.344 1.375 -3.599
H -1.223 -1.244 -5.111
O 4.887 -0.623 -2.335
C 4.070 -1.479 -2.648
O 3.581 -2.526 -1.803
C 2.939 -3.387 -2.667
C 2.471 -2.550 -3.869
F 1.334 -1.906 -3.678
O 3.513 -1.613 -3.939
H 3.676 -4.126 -2.981
H 2.041 -3.880 -2.294
H 2.390 -3.048 -4.835
O 4.097 -2.608 4.854
C 3.668 -2.598 3.697
O 4.358 -2.168 2.577
C 3.479 -2.225 1.488
C 2.340 -3.069 1.981
F 2.496 -4.272 1.521
O 2.468 -2.989 3.361
H 3.106 -1.262 1.139
H 3.924 -2.758 0.647
H 1.371 -2.731 1.616
O 0.624 -1.873 -0.594
C 0.639 -0.613 -0.553
O 1.673 0.146 -1.025
C 1.505 1.390 -0.465
C 0.090 1.442 -0.143
F -0.441 2.101 -1.169
O -0.318 0.164 -0.018
H 1.958 1.361 0.526
H 1.837 2.288 -0.987
H -0.054 1.893 0.839
C -7.680 -3.224 3.279
O -7.123 -2.066 2.609
C -7.420 -1.850 1.236
C -6.372 -2.653 0.337
O -5.143 -1.933 0.185
C -5.169 -0.793 -0.702
C -3.789 -0.264 -1.101
O -3.029 -0.968 -2.067
C -2.793 -2.298 -1.834
H -7.674 -4.208 2.810
H -8.739 -3.049 3.465
H -7.072 -3.295 4.181
H -7.308 -0.775 1.093
H -8.470 -2.097 1.077
H -6.968 -2.800 -0.564
H -6.259 -3.677 0.695
H -5.759 0.000 -0.242
H -5.691 -1.098 -1.608
H -3.176 -0.435 -0.216
H -3.794 0.802 -1.324
H -2.678 -2.592 -0.791
H -1.864 -2.602 -2.315
H -3.526 -2.926 -2.340
C 2.290 0.722 3.973
O 2.423 1.610 2.861
C 3.441 2.577 3.104
C 3.622 3.616 1.878
O 3.931 3.050 0.638
C 3.882 3.938 -0.522
C 4.071 3.169 -1.888
O 3.048 3.560 -2.783
C 3.283 3.182 -4.155
H 1.727 -0.150 3.639
H 1.813 1.226 4.814
H 3.272 0.358 4.275
H 4.384 2.031 3.128
H 3.340 3.168 4.015
H 4.352 4.397 2.090
H 2.615 3.996 1.703
H 4.664 4.695 -0.477
H 2.965 4.518 -0.630
H 3.920 2.109 -1.681
H 5.047 3.380 -2.323
H 4.258 3.542 -4.486
H 2.592 3.618 -4.875
H 3.196 2.106 -4.304

Results
Molar mass = 798.6 g mol⁻¹
Gap between HOMO and LUMO = 9.57 eV
SMILES = O=C1OC[C@@H](F)O1.O=C1OC[C@@H](F)O1.O=C1OC[C@@H](F)O1.O=C1OC[C@@H](F)O1.O=C1OC[C@@H](F)O1.COCCOCCOC.COCCOCCOC